The following is a DFT calculation (wB97M-V/def2-TZVPD) of 2 unconnected molecules or ions with the total composition C47H53FN3O.

```
105
Properties=species:S:1:pos:R:3:lowdin_charge:R:1
F 2.3752 6.0073 -0.9219 0.07
O 4.1731 0.3268 2.8870 -0.08
N -3.4135 -0.8068 1.6660 0.01
N -1.6018 -1.9779 1.3912 0.05
N -2.9553 -2.0430 1.3319 0.16
C 1.8074 4.9389 3.0458 -0.23
C 1.2789 5.1523 6.7516 0.00
C 0.9653 -4.8430 -0.4014 -0.04
C 0.5629 6.7852 5.0719 0.02
C 0.0959 7.6132 6.0961 -0.04
C 0.1274 -1.1827 -0.9198 -0.38
C -7.0598 -1.2081 2.4202 -0.03
C 0.9258 5.8592 0.9495 0.03
C 1.5942 4.5685 4.4180 0.11
C -6.8364 0.2779 0.5509 -0.03
C -2.3511 0.0566 2.0458 -0.23
C -0.9821 -4.3390 0.9680 -0.12
C -0.7965 -2.9666 0.7070 -0.08
C 2.8283 0.1488 2.7967 -0.26
C -4.6142 0.6476 -0.5776 -0.38
C 0.2041 7.2137 7.4428 -0.01
C -5.0442 0.0611 -1.9250 -0.06
C -0.0695 -5.2563 0.4332 -0.02
C 0.7475 5.5001 2.2829 -0.02
C 1.0578 -3.5006 -0.7538 -0.02
C -1.2167 -0.7334 1.8871 -0.13
C 0.8481 6.0013 7.7565 -0.04
C 0.1435 -2.5618 -0.2696 -0.12
C -4.7116 -1.5359 4.7839 -0.05
C -3.0073 -5.8688 1.1490 -0.05
C 3.2909 5.2118 1.1165 0.02
C -5.0795 -2.3114 3.5267 -0.38
C 1.5228 -0.5878 -0.9924 -0.06
C 0.1464 -0.4356 2.2265 -0.16
C 4.6820 1.6775 2.8362 -0.06
C 1.0341 -1.4679 2.6439 0.00
C -0.5152 -1.2044 -2.3030 -0.05
C -2.4452 1.3640 2.5233 0.03
C 2.1964 5.7012 0.3997 -0.22
C -5.6810 -1.3764 2.4852 -0.12
C -4.8574 -0.6124 1.6326 -0.07
C -2.1103 -4.8518 1.8497 -0.40
C -5.4518 0.1028 0.5751 -0.13
C 1.0978 5.4786 5.3769 -0.19
C 3.0957 4.8660 2.4466 -0.02
C 0.6205 0.8960 2.1616 -0.02
C 1.9351 1.1987 2.4797 -0.02
C -4.6303 2.1691 -0.5961 -0.06
C -7.6443 -0.3623 1.4818 -0.05
C -1.5510 -5.4028 3.1517 -0.05
C -5.9683 -3.5075 3.8667 -0.07
C 2.3390 -1.1754 2.9538 0.02
H 5.7589 1.5518 2.9674 0.10
H -4.1651 -2.7114 3.0750 0.10
H -3.4130 1.8508 2.5298 0.04
H 2.2626 2.2418 2.4402 0.08
H -0.9369 -4.6481 3.6568 0.08
H -8.7211 -0.2045 1.4907 0.11
H -4.9839 -1.0317 -1.9116 0.09
H 2.0316 3.6323 4.7888 0.14
H -5.4145 -4.2040 4.5070 0.08
H -7.2862 0.8879 -0.2323 0.12
H -6.8655 -3.1975 4.4131 0.07
H -3.4431 -5.4344 0.2450 0.09
H -0.4873 -0.5413 -0.2845 0.11
H 2.1068 -1.0967 -1.7676 0.08
H -3.8254 -6.1552 1.8165 0.08
H 1.6711 -5.5687 -0.8098 0.11
H -0.3231 8.5898 5.8489 0.12
H -0.0631 1.6899 1.8587 0.10
H -5.6601 2.5458 -0.6775 0.08
H -0.2114 5.6765 2.7763 0.13
H 1.8455 -3.1774 -1.4316 0.12
H 4.2673 2.2877 3.6527 0.08
H -5.6223 -1.1443 5.2580 0.09
H -2.7347 -3.9817 2.0648 0.08
H -0.5369 -0.1875 -2.7052 0.08
H 4.4682 2.1471 1.8633 0.09
H -0.9225 -6.2791 2.9618 0.08
H -0.1824 7.8581 8.2318 0.12
H -4.1905 2.5487 0.3308 0.06
H -6.0756 0.3412 -2.1741 0.08
H -4.1968 -2.1911 5.4926 0.08
H 1.4545 0.4742 -1.2471 0.09
H -4.3862 0.4256 -2.7197 0.08
H 2.0486 -0.6776 -0.0374 0.07
H -2.3604 -5.6917 3.8285 0.08
H 0.6322 7.1718 4.0525 0.11
H 3.0278 -1.9466 3.2792 0.12
H -3.5906 0.3160 -0.3815 0.12
H 0.6581 -2.4817 2.7396 0.12
H -2.4501 -6.7712 0.8686 0.08
H -1.5724 1.7856 2.9972 0.01
H 3.9504 4.6166 3.0771 0.12
H -0.1686 -6.3104 0.6964 0.12
H 1.8733 4.2661 6.9764 0.13
H 0.0716 -1.8419 -2.9785 0.09
H -4.0460 2.5391 -1.4439 0.08
H 1.0288 5.7401 8.7979 0.12
H -7.6909 -1.7635 3.1091 0.11
H -6.2759 -4.0501 2.9665 0.09
H -1.5386 -1.5881 -2.2613 0.08
H 4.2691 5.1375 0.6500 0.13
H 0.1053 6.2835 0.3675 0.14
H -4.0599 -0.6913 4.5377 0.07
```

Values from the calculation:
Net charge ... +1
Electronic energy ... -58824.4647 eV

***

The following is a DFT calculation (wB97M-V/def2-TZVPD) of a single C5H12O molecule.

```
18
Properties=species:S:1:pos:R:3:lowdin_charge:R:1
O 1.4453 0.3326 -0.0133 -0.05
C -0.0008 0.0272 -1.8835 -0.05
C 0.1291 -0.1214 -0.3668 -0.65
C -0.8245 0.8375 0.3602 -0.19
C -0.7366 0.6823 1.8810 -0.10
C -0.0304 -1.5901 0.0255 -0.04
H -1.2442 1.4626 2.4511 0.07
H 2.1070 -0.1547 -0.5414 0.10
H -0.9674 -0.3992 -2.2629 0.10
H -1.1975 -0.2759 2.1978 0.07
H 0.3402 0.5802 2.1383 0.08
H 0.7859 -0.5221 -2.4004 0.08
H -1.0433 -2.0272 -0.1837 0.10
H 0.0111 1.0631 -2.1761 0.08
H -1.8144 0.5643 0.0112 0.11
H 0.1086 -1.6243 1.1248 0.08
H -0.6189 1.8712 0.0949 0.12
H 0.7493 -2.2121 -0.4454 0.09
```

Values from the calculation:
SMILES string ... CCC(C)(C)O
Electronic energy ... -7427.1315 eV

***

The following is a DFT calculation (wB97M-V/def2-TZVPD) of a molecular structure, C45H36N8O2P2PbS3Se2.

```
99
Properties=species:S:1:pos:R:3:lowdin_charge:R:1
Pb 0.0738 -0.1189 -0.0782 1.07
Se -6.1599 -2.2908 3.4214 0.39
Se -2.0217 -1.8266 -1.3378 0.33
S -1.7779 1.8350 -0.1244 0.53
S -0.1153 2.3141 -2.7334 0.85
S -1.9316 3.9864 -2.2373 0.53
P -4.3923 -1.4619 4.2041 0.55
P -3.4272 -1.4060 0.2216 0.61
O 3.5903 -3.1284 0.7088 -0.02
O 2.2420 -1.6857 -0.3764 -0.04
N 1.6518 -0.4869 2.0418 -0.02
N -1.2986 -0.7485 1.7885 -0.20
N 2.5038 -1.5859 1.8826 0.03
N 8.9126 4.3471 -4.0812 0.17
N -0.9037 -0.6240 3.0396 -0.08
N 0.9566 0.8394 -2.6032 -0.37
N -1.8833 -0.8301 3.8546 0.03
N 1.4002 2.0449 0.1378 -0.06
C -5.6976 -3.0504 0.0677 -0.11
C -4.3918 -5.1566 1.3356 -0.09
C -5.6240 2.3564 6.3947 -0.08
C 3.0489 3.6448 0.1319 0.01
C -3.7359 -3.9548 1.1506 -0.13
C 2.9775 1.9706 -1.7320 -0.05
C 6.7017 3.3943 -3.2109 -0.23
C -2.9886 -1.0951 3.1351 -0.39
C -4.7508 0.0810 5.0858 -0.36
C 6.6551 2.1957 -2.4998 -0.01
C -5.6954 -5.3054 0.8894 -0.08
C -5.4623 -0.0308 6.2765 -0.11
C -1.3323 2.6224 -1.5233 -1.65
C 4.2807 2.4462 -2.2464 -0.17
C -5.4461 1.6598 -1.5657 -0.07
C 2.9000 -0.1974 -3.0357 -0.01
C -2.7770 -4.8727 5.6056 -0.07
C -4.5598 -0.0363 -0.1307 -0.39
C -2.3593 -3.2230 7.3052 -0.08
C -5.3854 0.3943 0.8995 -0.10
C -6.3483 -4.2566 0.2632 -0.09
C -5.8888 1.1065 6.9343 -0.07
C -2.2364 -4.5203 6.8327 -0.09
C -4.3942 -2.9042 0.5208 -0.40
C 2.4797 2.5362 -0.5841 -0.25
C -2.6144 -1.0525 1.7852 -0.41
C 2.7275 -2.1047 0.6542 -0.58
C -3.4488 -3.9219 4.8611 -0.11
C -6.2687 2.0929 -0.5381 -0.07
C 1.8564 -0.9870 -3.5219 -0.06
C -4.5916 0.5892 -1.3691 -0.13
C -6.2459 1.4541 0.6922 -0.06
C -4.4971 1.3313 4.5359 -0.08
C 7.9316 3.9031 -3.6895 -0.19
C 3.8308 -3.7836 -0.5354 -0.03
C 5.5304 4.1142 -3.4497 0.00
C 2.2914 3.8107 1.2497 -0.04
C 1.2982 2.7926 1.2092 -0.16
C -3.5651 -2.6194 5.3345 -0.36
C -3.0132 -2.2611 6.5552 -0.08
C 4.3296 3.6387 -2.9650 0.00
C 2.3300 0.9309 -2.4530 -0.27
C 5.4496 1.7299 -2.0135 -0.01
C 0.6866 -0.3027 -3.2863 -0.19
C -4.9348 2.4666 5.1977 -0.08
H -3.9047 -4.1772 3.9120 0.06
H -5.3567 -0.1124 1.8547 0.03
H -0.3192 -0.5484 -3.5712 0.09
H -1.9350 -2.9606 8.2636 0.10
H -3.8916 -5.9757 1.8338 0.11
H -5.9600 3.2473 6.9058 0.10
H 0.5393 2.6034 1.9472 0.11
H 3.9454 -0.4445 -3.0374 0.11
H 3.4175 4.1884 -3.1396 0.13
H -6.4306 1.0178 7.8653 0.11
H 7.5653 1.6433 -2.3244 0.12
H -7.3704 -4.3803 -0.0620 0.11
H -5.4622 2.1632 -2.5207 0.11
H 5.4066 0.8163 -1.4380 0.12
H -3.0877 -1.2453 6.9157 0.10
H 3.8643 -3.0557 -1.3474 0.09
H -6.2005 -2.2204 -0.4083 0.11
H 2.9098 -2.0472 2.6868 0.16
H 2.4059 4.5381 2.0258 0.10
H -1.7176 -5.2600 7.4257 0.10
H 4.7862 -4.2868 -0.4288 0.09
H -3.9600 1.4230 3.6008 0.10
H 3.0395 -4.5092 -0.7343 0.10
H 1.9377 -1.9458 -3.9909 0.10
H 5.5759 5.0404 -4.0034 0.12
H -6.9274 2.9355 -0.6931 0.11
H 3.8924 4.2169 -0.1962 0.11
H -6.2036 -6.2482 1.0282 0.11
H -6.8936 1.7750 1.4943 0.11
H 2.1685 0.3613 2.2658 0.09
H -2.6741 -5.8849 5.2357 0.10
H -5.6811 -1.0141 6.6743 0.11
H -4.7415 3.4450 4.7821 0.11
H -3.9430 0.2471 -2.1644 0.08
H -2.7155 -3.8162 1.4908 0.11
H 0.8944 -0.6407 2.7301 0.04
```

Values from the calculation:
Electronic energy ... -250288.7550 eV

***

| no. | strongest force on any atom (eV/Å) |
| --- | --- |
| 1 | 3.276 |
| 2 | 1.529 |
| 3 | 1.272 |